A structure of composition C4H7BrO2S2. Source: OMol25; level of theory: the ωB97M-V functional and the def2-TZVPD basis.

XYZ file:
```
16
Properties=species:S:1:pos:R:3:forces:R:3:mulliken_charge:R:1
C -1.136 0.298 -0.969 -0.084 -0.028 -0.027 -0.554
C -0.503 -1.076 -0.870 0.467 0.184 -0.229 -0.735
C -1.022 1.083 0.321 0.479 0.259 -0.122 -0.715
C 1.422 -0.116 0.750 -1.969 -2.209 1.502 -0.415
O 1.800 -2.318 -0.641 0.690 -1.277 0.051 -0.566
O 0.665 2.070 2.070 0.128 0.678 1.321 -0.568
S 1.344 -0.963 -0.899 -1.262 0.861 0.430 0.498
S 0.712 1.601 0.698 -0.742 -1.218 -0.891 0.492
Br 3.255 0.081 1.240 0.122 -0.082 0.104 -0.017
H -0.660 0.854 -1.782 -0.120 0.048 -0.094 0.326
H -2.194 0.189 -1.227 0.124 0.052 -0.017 0.325
H -0.793 -1.605 0.038 0.128 -0.061 0.047 0.397
H -0.763 -1.700 -1.725 0.145 -0.011 -0.035 0.382
H -1.569 2.024 0.251 0.072 0.046 0.077 0.386
H -1.392 0.535 1.185 0.088 -0.035 0.124 0.396
H 0.834 -0.957 1.560 1.732 2.792 -2.241 0.368
```
Positions in Å, forces in eV/Å.

E_tot ... -3677.39682 hartree
Frontier orbital gap ... 9.79 eV